[1]
{"formula": "C4H8O2", "method": "ωB97M-V/def2-TZVPD", "symbols": ["C", "O", "C", "C", "O", "C", "H", "H", "H", "H", "H", "H", "H", "H"], "coordinates": [[0.691, -1.054, 1.363], [0.517, -1.311, -0.018], [-0.676, 0.222, -0.997], [-1.141, 1.278, -0.137], [-0.801, 1.603, -1.465], [0.723, -0.200, -0.915], [0.853, 0.010, 1.585], [-0.172, -1.381, 1.967], [1.567, -1.629, 1.666], [-1.337, -0.591, -1.328], [-0.503, 1.646, 0.665], [-2.204, 1.303, 0.056], [1.361, 0.627, -0.547], [1.121, -0.523, -1.895]], "atomic_forces_ev_per_a": [[0.28, 0.00, 0.18], [1.13, -0.31, -0.22], [-0.09, 1.14, -1.27], [-0.41, 0.08, 0.72], [-0.49, -0.61, -0.37], [-0.15, -0.58, 0.59], [0.05, -0.21, -0.14], [0.15, 0.00, -0.49], [0.04, 0.14, 0.38], [-0.08, 0.81, -0.25], [-0.02, 0.19, -0.17], [-0.16, 0.17, 0.22], [-0.13, -0.58, 0.18], [-0.13, -0.24, 0.64]], "lowdin_charge": [-0.105, -0.192, -0.289, -0.148, -0.029, -0.164, 0.080, 0.094, 0.084, 0.162, 0.113, 0.115, 0.140, 0.138], "e_tot_ev": -8370.1523, "relative_energy_kcal_mol": 72.2, "homo_energy_ev": -9.747, "orbital_gap_ev": 10.759, "multiplicity": 1, "smiles": "COC[C@H]1CO1", "mol_weight_g_mol": 88.11, "lumo_ev": 1.012}

[2]
{"formula": "C4H8O2P", "method": "ωB97M-V/def2-TZVPD", "symbols": ["C", "C", "C", "C", "O", "O", "P", "H", "H", "H", "H", "H", "H", "H", "H"], "coordinates": [[1.524, 0.323, -0.215], [-1.326, -0.430, 0.201], [-2.110, -1.198, -0.743], [-1.769, 0.537, 1.091], [2.669, -0.614, -0.463], [4.127, 1.504, -0.551], [3.048, 0.930, 0.292], [1.374, 0.794, -1.206], [-1.449, -1.362, -1.654], [-2.604, -2.187, -0.307], [-3.034, -0.573, -1.191], [-0.976, 1.109, 1.541], [-2.623, 1.224, 1.347], [-0.143, -0.646, 0.182], [3.293, 0.588, 1.675]], "atomic_forces_ev_per_a": [[-1.25, 0.43, -0.45], [0.68, 1.70, 3.00], [-3.12, -0.70, -2.36], [1.34, 0.14, -1.32], [0.99, 1.12, 1.85], [0.73, 1.32, 0.86], [0.27, -3.50, -1.75], [-0.36, 0.25, 0.10], [-0.93, -0.49, 1.08], [1.36, 1.81, -1.05], [1.76, -1.28, 1.10], [0.98, -0.43, 0.44], [-0.32, -1.77, -1.13], [-2.37, 1.01, 0.35], [0.24, 0.40, -0.72]], "lowdin_charge": [-0.429, -0.322, -0.195, -0.055, -0.433, -0.471, 0.537, 0.005, 0.072, 0.095, 0.092, 0.002, 0.040, 0.061, 0.000], "e_tot_ev": -17657.8686, "relative_energy_kcal_mol": 131.5, "homo_energy_ev": -2.473, "orbital_gap_ev": 6.346, "multiplicity": 1, "mol_weight_g_mol": 119.08, "charge": -1, "lumo_ev": 3.873}

[3]
{"formula": "C4H8O2S", "method": "ωB97M-V/def2-TZVPD", "symbols": ["C", "C", "C", "C", "H", "H", "H", "H", "H", "H", "H", "H", "O", "O", "S"], "coordinates": [[-2.474, 0.086, -0.384], [-0.097, -0.428, 0.016], [0.366, 0.917, -0.314], [0.320, 1.845, 0.877], [-2.657, 1.148, 0.043], [-3.397, -0.504, -0.311], [-2.176, 0.221, -1.440], [-0.299, 1.348, -1.055], [-0.604, 1.728, 1.392], [0.349, 2.925, 0.622], [1.100, 1.578, 1.527], [2.065, 0.117, -0.634], [-1.418, -0.604, 0.249], [1.681, 0.963, -0.818], [0.927, -1.622, 0.203]], "atomic_forces_ev_per_a": [[0.17, 2.30, -0.62], [-1.69, 0.09, 0.22], [0.71, 2.00, -0.77], [-1.08, 1.00, -0.36], [0.31, -1.72, -0.43], [0.55, 0.09, 0.12], [-0.56, -0.04, 0.27], [-0.18, -0.04, -0.51], [-0.91, -0.19, 0.66], [0.41, -0.78, -0.19], [1.12, -0.16, 0.93], [0.62, -1.10, 0.19], [0.38, -0.80, 0.73], [-0.65, 0.93, -0.58], [0.81, -1.56, 0.34]], "lowdin_charge": [-0.070, -0.807, -0.479, -0.018, 0.119, 0.097, 0.098, 0.139, 0.067, 0.106, 0.077, -0.008, -0.148, -0.049, 0.876], "e_tot_ev": -19206.6748, "relative_energy_kcal_mol": 39.7, "homo_energy_ev": -9.283, "orbital_gap_ev": 9.501, "multiplicity": 1, "smiles": "COC(=S)[C@@H](C)O", "mol_weight_g_mol": 120.17, "lumo_ev": 0.218}

[4]
{"formula": "C4H8O2SSi", "method": "ωB97M-V/def2-TZVPD", "symbols": ["C", "C", "C", "C", "O", "O", "Si", "S", "H", "H", "H", "H", "H", "H", "H", "H"], "coordinates": [[2.017, 0.443, 0.061], [2.227, -0.942, -0.499], [-1.501, 0.419, -1.491], [-1.422, 0.245, 1.727], [2.978, 1.132, 0.279], [0.836, 0.870, 0.319], [-0.624, 0.004, 0.038], [0.356, -1.964, -0.003], [2.300, -1.046, -1.485], [2.903, -1.574, -0.037], [-0.934, 0.242, -2.380], [-2.421, -0.011, -1.309], [-1.642, 1.573, -1.438], [-2.173, 1.029, 1.770], [-2.143, -0.496, 1.845], [-0.758, 0.077, 2.602]], "atomic_forces_ev_per_a": [[2.44, -0.27, -0.12], [-4.81, -0.46, 3.64], [1.48, 3.97, 0.97], [0.08, 0.18, -0.66], [0.68, 0.07, -0.08], [-2.62, 0.50, -0.50], [2.44, -1.03, 2.19], [1.75, 1.59, -0.86], [0.13, 0.04, -4.12], [1.42, -0.68, 1.29], [-0.12, -0.67, -0.58], [-2.22, -1.14, -0.65], [0.01, -1.75, -0.12], [0.73, 1.13, 0.33], [-1.17, -2.29, 0.04], [-0.23, 0.79, -0.79]], "lowdin_charge": [-0.657, -0.119, -0.171, -0.169, 0.112, -0.083, 0.269, 0.527, 0.022, 0.047, 0.037, 0.003, 0.090, 0.036, -0.009, 0.066], "e_tot_ev": -27086.6303, "relative_energy_kcal_mol": 26.5, "homo_energy_ev": -9.274, "orbital_gap_ev": 9.474, "multiplicity": 1, "smiles": "C[Si]1(C)OC(=O)CS1", "mol_weight_g_mol": 148.26, "lumo_ev": 0.200}

[5]
{"formula": "C4H8O3", "method": "ωB97M-V/def2-TZVPD", "symbols": ["C", "C", "O", "C", "O", "C", "O", "H", "H", "H", "H", "H", "H", "H", "H"], "coordinates": [[-1.029, 0.768, -1.273], [-0.668, -0.422, -0.397], [0.162, -1.291, -1.144], [0.064, -0.020, 0.876], [0.240, -1.197, 1.641], [1.436, 0.591, 0.611], [2.227, 0.731, 1.517], [-1.563, 0.429, -2.164], [-1.670, 1.471, -0.730], [-0.132, 1.297, -1.610], [-1.590, -0.940, -0.088], [0.412, -2.008, -0.542], [-0.526, 0.726, 1.437], [0.938, -1.010, 2.288], [1.700, 0.876, -0.422]], "atomic_forces_ev_per_a": [[0.02, 0.02, -0.02], [-0.15, 0.24, 0.10], [0.06, -0.25, 0.09], [-0.08, 0.12, -0.10], [0.11, 0.04, 0.24], [0.28, 0.10, 0.28], [-0.29, -0.16, -0.37], [0.06, 0.01, 0.14], [0.10, -0.13, -0.08], [-0.13, -0.05, 0.05], [0.16, 0.06, -0.06], [-0.01, 0.08, -0.17], [0.04, -0.07, -0.10], [-0.10, -0.08, -0.08], [-0.06, 0.07, 0.09]], "lowdin_charge": [-0.035, -0.413, -0.020, -0.321, -0.012, -0.169, 0.069, 0.087, 0.089, 0.077, 0.152, 0.101, 0.162, 0.101, 0.132], "e_tot_ev": -10419.5652, "relative_energy_kcal_mol": 33.2, "homo_energy_ev": -10.034, "orbital_gap_ev": 10.693, "multiplicity": 1, "smiles": "C[C@@H](O)[C@@H](O)C=O", "mol_weight_g_mol": 104.10, "lumo_ev": 0.659}

[6]
{"formula": "C4H8O3", "method": "ωB97M-V/def2-TZVPD", "symbols": ["O", "C", "C", "C", "O", "C", "O", "H", "H", "H", "H", "H", "H", "H", "H"], "coordinates": [[-1.917, 1.699, -1.253], [-1.113, 0.705, -0.837], [-1.019, -0.857, 0.720], [0.307, -0.975, 0.173], [0.509, -1.246, -1.018], [1.491, -0.358, 0.920], [1.983, 0.702, 0.114], [-1.452, 2.549, -1.198], [-0.120, 1.038, -0.569], [-1.293, -0.200, -1.385], [-1.755, -1.563, 0.335], [-1.066, -0.754, 1.811], [1.207, 0.056, 1.892], [2.266, -1.123, 1.080], [1.972, 0.329, -0.785]], "atomic_forces_ev_per_a": [[-0.20, 0.06, 0.64], [0.17, -0.28, 0.06], [-0.09, 0.16, -0.13], [-0.02, 0.17, -0.23], [0.12, -0.43, 0.42], [-0.03, -0.13, 0.23], [0.13, -0.09, -0.18], [-0.29, -0.25, 0.34], [-0.04, -0.13, -0.31], [0.27, 0.01, -0.24], [0.08, 0.31, -0.09], [-0.12, 0.45, -0.42], [0.00, -0.02, -0.18], [-0.14, 0.06, -0.03], [0.17, 0.11, 0.13]], "lowdin_charge": [0.029, -0.026, 0.033, -0.531, 0.000, -0.191, -0.077, 0.119, 0.078, 0.086, 0.078, 0.071, 0.119, 0.125, 0.088], "e_tot_ev": -10416.8199, "relative_energy_kcal_mol": 96.5, "homo_energy_ev": -9.096, "orbital_gap_ev": 9.391, "multiplicity": 1, "mol_weight_g_mol": 104.10, "lumo_ev": 0.295}

[7]
{"formula": "C4H8O3", "method": "ωB97M-V/def2-TZVPD", "symbols": ["C", "O", "C", "C", "O", "O", "C", "H", "H", "H", "H", "H", "H", "H", "H"], "coordinates": [[0.666, -0.642, -2.307], [0.826, 0.672, -1.774], [1.129, 0.484, -0.414], [0.081, 0.467, 0.448], [-0.809, 1.473, 0.344], [-0.122, -0.453, 1.386], [-1.186, -0.285, 2.320], [0.446, -0.574, -3.376], [-0.144, -1.192, -1.801], [1.591, -1.219, -2.163], [2.064, -0.008, -0.203], [-0.198, 2.066, -0.142], [-1.148, 0.703, 2.780], [-2.160, -0.426, 1.836], [-1.037, -1.068, 3.065]], "atomic_forces_ev_per_a": [[0.00, -0.15, -0.24], [0.27, 0.19, 0.09], [0.13, -0.80, 0.33], [0.50, -0.07, -0.09], [-0.02, -0.12, -0.34], [0.28, 0.20, 0.05], [-0.15, 0.12, 0.24], [0.04, 0.16, 0.12], [0.12, 0.26, -0.10], [-0.16, 0.11, -0.11], [-0.02, -0.50, 0.02], [-1.16, 0.41, 0.06], [-0.04, -0.08, 0.04], [0.25, 0.07, 0.02], [-0.04, 0.20, -0.08]], "lowdin_charge": [-0.103, -0.176, -0.142, -0.416, 0.101, -0.023, -0.044, 0.087, 0.094, 0.087, 0.111, 0.134, 0.095, 0.099, 0.095], "e_tot_ev": -10417.2950, "relative_energy_kcal_mol": 85.5, "homo_energy_ev": -7.813, "orbital_gap_ev": 8.628, "multiplicity": 1, "smiles": "CO/C=C(\\O)OC", "mol_weight_g_mol": 104.10, "lumo_ev": 0.816}

[8]
{"formula": "C4H8O3", "method": "ωB97M-V/def2-TZVPD", "symbols": ["C", "O", "C", "O", "C", "C", "O", "H", "H", "H", "H", "H", "H", "H", "H"], "coordinates": [[-2.304, 0.685, 1.677], [-1.297, 0.094, 1.986], [-0.419, -0.707, -0.427], [-1.371, -0.374, -1.105], [0.814, 0.165, -0.320], [2.063, -0.631, -0.690], [0.669, 1.297, -1.134], [-2.679, 0.681, 0.637], [-2.888, 1.253, 2.423], [-0.404, -1.670, 0.113], [0.884, 0.464, 0.738], [2.196, -1.488, -0.019], [2.941, 0.014, -0.604], [2.000, -0.990, -1.723], [-0.205, 1.207, -1.552]], "atomic_forces_ev_per_a": [[0.27, -0.15, 0.12], [-0.47, 0.26, -0.11], [-0.25, 0.13, -0.21], [0.40, -0.19, 0.29], [0.05, -0.22, 0.14], [0.06, -0.03, -0.03], [-0.14, 0.05, -0.08], [0.05, -0.02, 0.08], [0.07, -0.06, -0.05], [0.00, 0.11, -0.06], [0.00, -0.04, -0.14], [-0.03, 0.12, -0.10], [-0.12, -0.09, -0.01], [0.00, 0.05, 0.13], [0.10, 0.08, 0.02]], "lowdin_charge": [-0.096, -0.011, -0.223, 0.032, -0.429, -0.040, -0.022, 0.082, 0.087, 0.138, 0.141, 0.083, 0.084, 0.089, 0.084], "e_tot_ev": -10418.9129, "relative_energy_kcal_mol": 48.2, "homo_energy_ev": -10.202, "orbital_gap_ev": 10.794, "multiplicity": 1, "smiles": "C[C@@H](O)C=O.C=O", "mol_weight_g_mol": 104.10, "lumo_ev": 0.593}